Arrangement A

A molecular structure, C29H46InN4O4S2SbTe. Source: the Open Molecules 2025 dataset; level of theory: wB97M-V/def2-TZVPD.

Properties
Charge: +2
HOMO level (eV): -13.429

```
88
Properties=species:S:1:pos:R:3:mulliken_charge:R:1
In -0.146 -0.625 -1.054 1.878
O 4.686 -1.494 -0.097 -0.485
C 3.368 -1.338 -0.118 -0.382
O 2.812 -0.306 -0.411 -0.345
C 2.633 -2.575 0.294 0.151
C 3.300 -3.715 0.723 -0.894
C 2.547 -4.794 1.156 -0.959
C 1.166 -4.680 1.171 -0.741
C 0.598 -3.494 0.729 0.741
N 1.308 -2.466 0.272 1.329
C -0.877 -3.248 0.829 -0.729
O -1.576 -4.344 1.028 -0.531
O -1.355 -2.132 0.780 0.052
H 5.117 -0.652 -0.323 0.430
H 4.380 -3.743 0.725 0.645
H 3.029 -5.701 1.495 0.486
H 0.535 -5.481 1.527 0.631
H -2.527 -4.132 0.961 0.511
C -2.730 -5.358 -1.888 -0.709
S -3.654 -3.883 -1.420 -0.085
C -2.553 -2.577 -1.831 0.445
S -0.864 -2.885 -2.145 -0.434
N -3.109 -1.414 -1.796 -1.284
N -2.241 -0.361 -2.022 0.946
C -2.710 0.551 -2.779 -0.843
C -1.925 1.709 -3.214 0.966
C -2.519 2.643 -4.050 -1.124
C -1.757 3.706 -4.512 -0.668
C -0.433 3.782 -4.123 -1.214
C 0.071 2.804 -3.274 -0.417
N -0.649 1.786 -2.814 0.625
H -3.425 -6.181 -1.727 0.403
H -2.459 -5.327 -2.940 0.299
H -1.851 -5.501 -1.266 0.183
H -3.722 0.438 -3.159 0.505
H -3.556 2.530 -4.337 0.554
H -2.188 4.451 -5.166 0.459
H 0.209 4.583 -4.463 0.488
H 1.103 2.852 -2.949 0.646
C 3.043 0.605 -3.646 -1.122
Te 1.372 -0.708 -3.556 0.452
C 2.540 -2.466 -3.320 -0.949
H 3.789 0.128 -4.278 0.525
H 3.433 0.791 -2.651 0.264
H 2.726 1.533 -4.114 0.360
H 3.348 -2.290 -2.615 0.214
H 2.950 -2.720 -4.294 0.515
H 1.895 -3.271 -2.975 0.249
C -2.435 2.739 0.199 -2.177
C -2.264 1.810 1.400 2.081
C -2.540 2.586 2.687 -1.732
C -3.236 0.636 1.297 -1.726
Sb -0.233 0.997 1.336 -0.336
C 1.191 2.658 1.194 2.367
C 2.559 2.248 1.737 -1.654
C 0.689 3.895 1.938 -1.764
C 1.332 2.971 -0.291 -1.889
C 0.136 0.051 3.291 1.800
C 0.382 1.163 4.314 -1.610
C 1.368 -0.845 3.208 -1.781
C -1.072 -0.767 3.741 -1.694
H -3.480 3.056 0.150 0.576
H -2.194 2.244 -0.743 0.531
H -1.827 3.640 0.277 0.263
H -3.548 3.004 2.615 0.562
H -1.855 3.419 2.839 0.307
H -2.523 1.952 3.570 0.352
H -4.253 1.036 1.240 0.569
H -3.188 -0.014 2.170 0.282
H -3.080 0.020 0.414 0.293
H 2.561 2.083 2.812 0.332
H 3.256 3.068 1.540 0.596
H 2.948 1.361 1.240 -0.001
H 0.538 3.721 3.001 0.297
H -0.233 4.291 1.517 0.385
H 1.448 4.678 1.842 0.555
H 1.732 2.110 -0.833 0.033
H 2.033 3.802 -0.416 0.552
H 0.385 3.263 -0.743 0.348
H 1.299 1.717 4.133 0.274
H 0.483 0.689 5.295 0.595
H -0.446 1.867 4.383 0.276
H 2.247 -0.320 2.832 0.253
H 1.186 -1.719 2.584 0.265
H 1.603 -1.201 4.215 0.560
H -1.934 -0.141 3.963 0.423
H -0.801 -1.275 4.671 0.521
H -1.371 -1.522 3.018 0.074
```

=====

Arrangement B

A molecular structure, C29H46InN4O4S2SbTe. Source: the Open Molecules 2025 dataset; level of theory: wB97M-V/def2-TZVPD.

Properties
Charge: +2
HOMO level (eV): -12.265

```
88
Properties=species:S:1:pos:R:3:mulliken_charge:R:1
In -0.377 0.558 -0.153 1.896
O 1.771 -0.739 -4.033 -0.474
C 1.446 -0.312 -2.831 0.109
O 0.315 -0.295 -2.397 -0.315
C 2.596 0.127 -2.005 0.482
C 3.907 -0.002 -2.433 -0.821
C 4.921 0.332 -1.548 -0.679
C 4.578 0.755 -0.278 -0.812
C 3.231 0.857 0.046 0.362
N 2.246 0.576 -0.801 0.468
C 2.768 1.315 1.388 -0.527
O 3.752 1.676 2.191 -0.454
O 1.589 1.382 1.658 0.547
H 0.981 -1.058 -4.498 0.410
H 4.118 -0.368 -3.427 0.591
H 5.958 0.248 -1.843 0.491
H 5.325 1.002 0.462 0.592
H 3.398 1.923 3.060 0.465
C -0.641 -4.098 2.511 -0.757
S -2.111 -3.583 1.606 0.047
C -1.581 -2.224 0.674 0.051
S 0.063 -1.636 0.862 -0.199
N -2.517 -1.746 -0.108 -1.766
N -2.175 -0.626 -0.779 0.993
C -2.850 -0.235 -1.785 -1.068
C -2.467 1.038 -2.418 1.118
C -3.191 1.553 -3.481 -0.912
C -2.797 2.755 -4.048 -0.657
C -1.688 3.411 -3.537 -0.815
C -1.021 2.840 -2.467 -0.603
N -1.400 1.689 -1.917 0.688
H -0.949 -5.003 3.033 0.416
H 0.174 -4.340 1.834 0.260
H -0.329 -3.350 3.235 0.231
H -3.703 -0.799 -2.153 0.481
H -4.053 1.014 -3.853 0.564
H -3.349 3.174 -4.879 0.467
H -1.343 4.347 -3.953 0.540
H -0.154 3.324 -2.030 0.439
C 3.880 -3.018 0.531 -0.948
Te 3.277 -2.050 2.332 0.305
C 5.248 -1.864 3.123 -1.056
H 4.686 -2.457 0.063 0.294
H 3.017 -3.043 -0.133 0.225
H 4.205 -4.033 0.738 0.422
H 5.691 -2.848 3.246 0.359
H 5.163 -1.388 4.097 0.347
H 5.866 -1.252 2.472 0.300
C -1.804 2.325 4.860 -1.485
C -1.445 1.352 3.738 2.038
C -2.520 0.275 3.586 -1.726
C -0.115 0.675 4.054 -1.727
Sb -1.342 2.424 1.828 -0.647
C -0.267 4.331 2.063 1.592
C 0.980 4.181 2.930 -1.315
C 0.135 4.794 0.664 -1.538
C -1.177 5.360 2.736 -1.726
C -3.413 2.974 1.319 1.852
C -4.178 3.487 2.539 -1.841
C -4.121 1.734 0.774 -1.663
C -3.400 4.028 0.211 -1.486
H -1.864 1.763 5.796 0.553
H -2.765 2.816 4.710 0.268
H -1.039 3.091 4.994 0.300
H -2.536 -0.327 4.499 0.573
H -2.311 -0.404 2.754 0.238
H -3.519 0.691 3.459 0.284
H -0.220 0.180 5.025 0.633
H 0.707 1.384 4.126 0.231
H 0.149 -0.083 3.314 0.205
H 1.729 3.552 2.464 0.091
H 0.750 3.791 3.922 0.273
H 1.417 5.175 3.064 0.539
H 0.781 4.060 0.172 0.084
H 0.703 5.726 0.743 0.517
H -0.729 4.987 0.026 0.310
H -1.408 5.088 3.767 0.313
H -2.110 5.530 2.207 0.339
H -0.643 6.315 2.761 0.567
H -4.367 2.694 3.262 0.383
H -5.154 3.849 2.200 0.561
H -3.686 4.312 3.050 0.313
H -4.113 0.886 1.458 0.312
H -3.686 1.417 -0.171 0.208
H -5.167 1.992 0.581 0.579
H -3.023 4.996 0.532 0.325
H -4.431 4.182 -0.123 0.523
H -2.823 3.701 -0.657 0.049
```

=====

What should be chosen as the least stable of them? Choose arrangement A.

=====

Arrangement A

25 unconnected molecules or ions with the total composition C9H66NO25. Source: the Open Molecules 2025 dataset; level of theory: wB97M-V/def2-TZVPD.

Properties
Charge: -1
HOMO level (eV): -2.178

```
101
Properties=species:S:1:pos:R:3:mulliken_charge:R:1
C -2.075 1.032 1.161 -1.798
C -0.904 0.150 0.669 1.664
C -1.156 -0.066 -0.819 -1.212
C -0.841 1.106 -1.733 -0.684
C 0.522 1.775 -1.425 -1.110
C 0.833 2.050 0.110 1.745
N 0.495 0.748 0.836 0.237
O 1.044 0.646 2.160 -0.912
C 0.045 3.309 0.539 -1.795
C 2.327 2.314 0.222 -1.853
C -1.078 -1.276 1.303 -1.803
H -2.901 0.484 1.613 0.438
H -2.434 1.665 0.349 0.260
H -1.736 1.779 1.879 0.355
H -2.178 -0.423 -0.942 0.379
H -0.472 -0.872 -1.085 0.361
H -1.605 1.870 -1.592 0.283
H -0.891 0.859 -2.794 0.391
H 0.543 2.689 -2.019 0.384
H 1.293 1.172 -1.903 0.361
H -1.007 3.223 0.265 0.382
H 0.343 4.191 -0.029 0.442
H 0.152 3.598 1.584 0.253
H 2.885 1.384 0.111 0.417
H 2.566 2.824 1.155 0.321
H 2.699 2.899 -0.619 0.382
H -1.267 -1.304 2.376 0.321
H -0.162 -1.865 1.258 0.396
H -1.834 -1.891 0.814 0.411
O 0.065 -6.074 -4.100 -0.643
H 0.892 -6.042 -3.618 0.321
H -0.420 -5.307 -3.796 0.317
O -1.277 1.822 -8.560 -0.649
H -2.138 1.421 -8.439 0.319
H -1.186 2.420 -7.818 0.330
O 3.332 -5.414 -1.336 -0.651
H 3.464 -4.917 -0.529 0.328
H 4.133 -5.928 -1.435 0.315
O 3.017 -2.277 -4.263 -0.635
H 3.267 -2.985 -3.668 0.316
H 2.344 -1.790 -3.787 0.326
O -2.371 -0.095 6.747 -0.661
H -2.850 -0.922 6.786 0.320
H -1.739 -0.216 6.038 0.335
O -7.069 0.666 -3.386 -0.636
H -7.385 0.224 -2.598 0.319
H -7.758 1.294 -3.602 0.317
O -4.072 6.503 -2.993 -0.632
H -3.277 5.990 -2.847 0.316
H -3.756 7.383 -3.196 0.316
O -0.945 5.616 -6.758 -0.640
H -0.706 5.882 -7.646 0.320
H -0.178 5.835 -6.228 0.320
O -3.685 -7.343 1.347 -0.627
H -4.483 -7.461 1.861 0.317
H -2.974 -7.464 1.976 0.313
O -7.592 2.995 2.007 -0.646
H -7.039 3.145 2.774 0.334
H -7.500 2.060 1.824 0.311
O -5.043 -3.700 -6.244 -0.635
H -5.315 -3.094 -5.555 0.323
H -5.231 -3.236 -7.059 0.312
O -3.845 -3.869 7.270 -0.623
H -3.272 -4.321 7.888 0.317
H -4.108 -4.546 6.646 0.313
O -5.773 -4.477 -1.507 -0.644
H -5.518 -4.692 -2.404 0.314
H -5.367 -5.158 -0.971 0.327
O 5.661 1.263 4.540 -0.635
H 6.146 0.461 4.735 0.305
H 4.939 0.975 3.980 0.328
O 5.743 7.655 -1.941 -0.640
H 6.402 7.195 -2.461 0.317
H 4.936 7.163 -2.087 0.323
O 3.346 -3.685 6.432 -0.631
H 3.468 -4.589 6.142 0.319
H 3.735 -3.156 5.736 0.313
O 1.600 8.290 4.743 -0.649
H 2.074 7.832 4.049 0.318
H 1.402 7.611 5.388 0.330
O 1.659 -1.411 -8.189 -0.651
H 1.154 -0.600 -8.123 0.318
H 1.994 -1.558 -7.304 0.327
O 7.398 -2.827 -2.210 -0.639
H 6.755 -2.129 -2.334 0.315
H 8.069 -2.439 -1.649 0.323
O 1.907 3.876 5.858 -0.652
H 1.796 3.232 5.159 0.339
H 2.825 4.138 5.800 0.307
O 4.370 -3.333 2.017 -0.638
H 5.245 -3.068 2.302 0.306
H 3.801 -2.613 2.287 0.336
O -5.710 2.989 5.795 -0.657
H -5.284 3.840 5.895 0.320
H -4.988 2.371 5.679 0.334
O 0.750 -8.216 1.410 -0.640
H 0.344 -8.930 0.919 0.320
H 1.175 -7.677 0.743 0.322
O 9.166 0.105 1.286 -0.642
H 9.835 0.512 1.836 0.314
H 8.435 0.723 1.302 0.329
```

=====

Arrangement B

25 unconnected molecules or ions with the total composition C9H66NO25. Source: the Open Molecules 2025 dataset; level of theory: wB97M-V/def2-TZVPD.

Properties
Charge: -1
HOMO level (eV): -2.656

```
101
Properties=species:S:1:pos:R:3:mulliken_charge:R:1
C -1.924 0.985 -0.124 -1.698
C -0.502 0.714 -0.751 1.860
C 0.492 1.836 -0.555 -1.459
C 0.928 2.111 0.908 -0.798
C 1.600 0.847 1.383 -1.054
C 0.724 -0.408 1.341 1.398
N 0.071 -0.470 -0.030 0.676
O -0.225 -1.789 -0.567 -0.801
C -0.360 -0.248 2.511 -1.733
C 1.670 -1.570 1.646 -1.616
C -0.568 0.621 -2.275 -1.822
H -1.956 1.545 0.811 0.209
H -2.420 0.029 0.039 0.292
H -2.584 1.532 -0.797 0.462
H 0.040 2.768 -0.894 0.415
H 1.380 1.785 -1.186 0.454
H 0.089 2.474 1.502 0.289
H 1.638 2.936 0.961 0.387
H 1.984 1.082 2.376 0.365
H 2.496 0.684 0.785 0.295
H 0.106 -0.596 3.434 0.455
H -1.280 -0.820 2.392 0.227
H -0.803 0.742 2.615 0.271
H 1.989 -1.487 2.685 0.484
H 2.444 -1.582 0.880 0.225
H 1.186 -2.544 1.573 0.256
H -0.874 1.623 -2.575 0.481
H -1.171 -0.225 -2.607 0.291
H 0.395 0.549 -2.780 0.300
O 5.889 -3.745 0.358 -0.621
H 5.141 -3.160 0.239 0.323
H 6.434 -3.598 -0.415 0.303
O -1.551 -3.365 7.130 -0.644
H -1.087 -3.843 6.443 0.341
H -1.155 -2.494 7.126 0.305
O -0.065 -5.526 4.709 -0.626
H -0.139 -6.304 5.261 0.308
H -0.544 -5.750 3.911 0.314
O -1.572 -6.540 -0.937 -0.621
H -2.278 -6.997 -0.481 0.299
H -1.848 -5.623 -0.949 0.332
O 5.876 0.117 -0.768 -0.620
H 5.085 -0.169 -1.226 0.307
H 6.451 0.441 -1.462 0.294
O 6.870 -2.424 4.040 -0.640
H 7.797 -2.608 4.187 0.307
H 6.624 -2.995 3.311 0.332
O 4.226 0.220 -5.251 -0.657
H 3.788 -0.288 -5.934 0.315
H 3.761 -0.010 -4.446 0.325
O -7.389 4.420 -2.376 -0.641
H -6.451 4.603 -2.331 0.322
H -7.594 4.446 -3.310 0.306
O 7.181 1.206 3.155 -0.660
H 6.846 1.348 2.269 0.314
H 6.948 0.299 3.356 0.338
O -3.772 5.730 -2.045 -0.602
H -3.883 6.658 -1.838 0.303
H -2.836 5.567 -1.928 0.312
O -4.776 -4.304 4.387 -0.639
H -5.452 -3.630 4.328 0.298
H -4.235 -4.171 3.609 0.334
O 2.392 -5.541 -0.922 -0.632
H 2.422 -4.839 -0.272 0.313
H 1.465 -5.775 -0.981 0.311
O 3.748 2.648 7.469 -0.639
H 3.716 3.523 7.084 0.315
H 3.305 2.088 6.831 0.324
O 0.376 7.497 -1.808 -0.601
H 0.099 7.697 -0.914 0.311
H 1.122 8.076 -1.964 0.300
O 0.247 -3.664 -4.405 -0.654
H -0.146 -3.381 -3.580 0.325
H 0.149 -4.616 -4.403 0.312
O -0.579 5.241 -5.148 -0.625
H 0.212 4.915 -5.577 0.312
H -0.280 5.538 -4.289 0.302
O 4.509 6.196 -0.328 -0.644
H 4.978 5.817 0.416 0.319
H 3.810 5.570 -0.514 0.327
O -6.214 0.641 -3.329 -0.608
H -6.410 1.322 -2.686 0.311
H -6.376 -0.181 -2.866 0.312
O -2.886 -3.643 1.465 -0.655
H -3.523 -3.152 0.946 0.314
H -2.036 -3.377 1.115 0.290
O -1.949 -2.392 -7.008 -0.612
H -1.465 -3.020 -6.472 0.328
H -2.016 -2.810 -7.866 0.301
O -6.156 2.727 1.431 -0.645
H -6.304 3.198 0.610 0.315
H -5.213 2.564 1.447 0.326
O -4.618 0.546 -6.852 -0.654
H -5.152 0.385 -6.074 0.314
H -3.743 0.243 -6.610 0.320
O -4.138 2.063 5.978 -0.633
H -4.186 1.496 6.747 0.319
H -3.921 1.473 5.257 0.315
O 2.975 -1.723 -2.183 -0.538
H 2.191 -1.711 -1.635 0.294
H 2.739 -2.274 -2.930 0.239
```

=====

What should be chosen as the least stable of them? Choose arrangement A.

=====

Arrangement A

2 unconnected molecules or ions with the total composition C5H12N3O. Source: the Open Molecules 2025 dataset; level of theory: wB97M-V/def2-TZVPD.

Properties
Charge: +1
HOMO level (eV): -13.160

```
21
Properties=species:S:1:pos:R:3:mulliken_charge:R:1
C -1.642 -0.683 1.138 -0.553
C -1.368 0.524 0.206 -0.636
C -0.277 0.339 -0.803 0.447
C 0.212 1.268 -1.666 -0.751
N 1.079 0.610 -2.512 -0.026
C 1.135 -0.673 -2.174 -0.227
N 0.303 -0.853 -1.169 0.074
N -0.442 -1.488 1.315 -0.550
H -2.432 -1.312 0.732 0.387
H -2.001 -0.246 2.076 0.316
H -1.067 1.354 0.840 0.320
H -2.264 0.844 -0.321 0.431
H 0.051 2.332 -1.703 0.424
H 1.633 1.057 -3.229 0.213
H 1.769 -1.407 -2.632 0.438
H 0.151 -1.649 -0.533 0.332
H 0.326 -0.975 1.729 0.143
H -0.605 -2.361 1.794 0.227
H 2.000 0.563 2.884 0.286
H 1.883 1.815 1.907 0.293
O 1.557 0.938 2.120 -0.587
```

=====

Arrangement B

A molecular structure, C5H12N3O. Source: the Open Molecules 2025 dataset; level of theory: wB97M-V/def2-TZVPD.

Properties
Charge: +1
HOMO level (spin up / spin down) (eV): -11.773 / -11.773

```
21
Properties=species:S:1:pos:R:3:mulliken_charge:R:1
C -0.577 0.293 0.489 0.756
C -1.799 -0.460 1.115 -0.894
C -2.081 -0.774 -0.270 -0.161
C 2.523 -1.260 -0.013 -0.871
C 2.185 1.259 -0.215 -0.773
N 0.512 -0.400 0.276 -0.234
N 1.636 -0.133 -0.212 0.195
N -2.915 -0.214 -1.061 -0.293
O -0.763 1.589 0.369 -0.630
H -2.462 0.331 1.452 0.349
H -1.760 -1.349 1.758 0.287
H -1.533 -1.561 -0.673 0.437
H 2.794 -1.608 -0.953 0.325
H 3.428 -0.793 0.393 0.264
H 2.078 -2.032 0.501 0.381
H 1.167 1.800 -0.002 0.283
H 3.020 1.470 0.543 0.291
H 2.501 1.565 -1.261 0.292
H -2.668 -0.204 -2.091 0.299
H -1.612 2.044 0.588 0.398
H -3.672 0.434 -0.733 0.299
```

=====

What should be chosen as the least stable of them? Choose arrangement B.